Entry 1:
Entry from the Open Molecules 2025 dataset: a 2-piece molecular cluster, C2H6N2 overall at a distorted geometry (ωB97M-V/def2-TZVPD).

## Properties
HOMO level (alpha / beta)	1.2327 / -2.2470	eV
spin multiplicity	2
relative energy (zero: lowest compared OMol25 entry of this formula, charge and spin)	163.1	kJ/mol
total charge	-1
gap between HOMO and LUMO (alpha / beta)	1.384 / 4.864	eV
total energy	-5147.921	eV

Each line ends with the natural charge from an NBO analysis.
Element x y z (Å)
C: -2.577 -4.179 2.543  -0.03
N: -2.824 -4.139 3.770  -0.60
H: -1.674 -4.623 2.143  0.15
H: -3.186 -3.796 1.708  0.14
H: -3.725 -3.750 4.036  0.34
C: 3.097 3.924 -3.121  -0.51
N: 2.323 4.059 -2.011  -0.97
H: 3.939 3.233 -3.077  0.10
H: 2.925 4.418 -4.081  0.09
H: 1.702 4.854 -1.909  0.28



Entry 2:
Entry from the Open Molecules 2025 dataset: one molecule with the formula H3NOP2 at a distorted geometry (ωB97M-V/def2-TZVPD).

## Properties
HOMO level (alpha / beta)	-8.8951 / -8.8971	eV
relative energy (zero: lowest compared OMol25 entry of this formula, charge and spin)	60.2	kJ/mol
total charge	0
gap between HOMO and LUMO (alpha / beta)	8.046 / 8.045	eV
SMILES string	O=N[PH]#[PH2]
total energy	-22159.854	eV

Each line ends with the natural charge from an NBO analysis.
Element x y z (Å)
O: 2.476 -0.918 -0.130  -0.29
N: 1.935 0.163 0.169  -0.20
P: 0.400 0.744 -0.086  0.51
P: -1.380 -0.552 0.335  -0.04
H: 0.328 1.450 1.061  -0.02
H: -1.470 -1.197 -0.990  0.02
H: -2.289 0.310 -0.358  0.02



Entry 3:
Entry from the Open Molecules 2025 dataset: an isolated ion of composition C8H14F2N3S and charge +1 at a distorted geometry (ωB97M-V/def2-TZVPD).

## Properties
HOMO level	-12.5372	eV
relative energy (zero: lowest compared OMol25 entry of this formula, charge and spin)	38.9	kJ/mol
total charge	+1
gap between HOMO and LUMO	8.323	eV
total energy	-29254.216	eV

Each line ends with the natural charge from an NBO analysis.
Element x y z (Å)
C: 2.264 0.269 -1.281  -0.48
C: 2.633 0.382 1.094  -0.31
C: 2.269 -1.133 -0.727  -0.08
C: 0.924 -1.849 -0.619  -0.09
C: 0.028 -1.566 0.525  -0.08
C: -2.458 0.135 0.120  0.05
C: 1.912 1.130 -0.061  0.68
C: -4.261 1.808 0.093  -0.45
N: 2.880 -0.958 0.674  -0.64
N: -3.678 0.555 -0.243  -0.48
N: 0.551 -2.864 0.328  -0.56
F: 2.143 2.499 -0.142  -0.33
F: 0.601 1.068 0.217  -0.37
S: -1.859 -1.501 0.008  0.32
H: 3.251 0.658 -1.721  0.27
H: 1.440 0.457 -2.101  0.24
H: 3.498 1.001 1.419  0.23
H: 2.069 0.542 2.090  0.20
H: 2.937 -1.674 -1.325  0.23
H: 0.424 -2.059 -1.615  0.23
H: 0.170 -1.094 1.380  0.22
H: -1.748 0.766 0.564  0.24
H: -3.589 2.647 0.206  0.24
H: -4.997 2.139 -0.743  0.25
H: -4.823 1.693 1.143  0.24
H: 3.687 -1.412 0.710  0.39
H: -4.315 -0.111 -0.661  0.43
H: 1.356 -2.974 1.026  0.40



Entry 4:
Entry from the Open Molecules 2025 dataset: one molecule with the formula C5H6N2 (ωB97M-V/def2-TZVPD).

## Properties
HOMO level	-9.0404	eV
relative energy (zero: lowest compared OMol25 entry of this formula, charge and spin)	405.6	kJ/mol
total charge	0
gap between HOMO and LUMO	8.252	eV
total energy	-8258.154	eV

Each line ends with the natural charge from an NBO analysis.
Element x y z (Å)
C: 0.881 0.992 0.788  -0.41
C: 2.146 0.380 1.168  -0.01
C: -0.497 -1.040 0.598  0.16
N: -1.317 -1.656 -0.211  -0.45
C: -1.487 -0.791 -1.263  -0.09
C: -0.763 0.354 -1.076  -0.11
N: -0.123 0.181 0.131  -0.36
H: 1.389 1.642 0.036  0.30
H: 0.430 1.671 1.521  0.24
H: 2.234 -0.522 0.528  0.11
H: -0.124 -1.411 1.547  0.20
H: -2.124 -1.051 -2.097  0.21
H: -0.646 1.252 -1.669  0.22



Entry 5:
Entry from the Open Molecules 2025 dataset: a 2-piece molecular cluster, C6H8N2O2 overall at a distorted geometry (ωB97M-V/def2-TZVPD).

## Properties
HOMO level	-9.1557	eV
relative energy (zero: lowest compared OMol25 entry of this formula, charge and spin)	290.3	kJ/mol
total charge	0
gap between HOMO and LUMO	9.430	eV
SMILES string	O=c1cc[nH]c(=O)[nH]1.C=C
total energy	-13424.365	eV

Each line ends with the natural charge from an NBO analysis.
Element x y z (Å)
O: -1.792 2.400 -0.122  -0.54
C: -1.749 1.235 -0.027  0.66
C: -2.988 0.306 0.041  -0.37
C: -2.702 -1.034 -0.051  0.05
N: -1.335 -1.463 0.167  -0.63
C: -0.199 -0.631 -0.100  0.78
O: 0.983 -0.993 -0.532  -0.63
N: -0.501 0.654 -0.085  -0.65
H: -3.963 0.450 0.314  0.24
H: -3.483 -1.881 0.050  0.23
H: -1.260 -2.435 -0.269  0.42
H: 0.357 1.204 -0.424  0.46
C: 2.781 0.373 0.793  -0.37
C: 3.354 0.552 -0.403  -0.38
H: 3.377 -0.283 1.500  0.20
H: 1.737 0.487 1.053  0.18
H: 4.216 -0.026 -0.594  0.18
H: 3.167 1.086 -1.313  0.19



Entry 6:
Entry from the Open Molecules 2025 dataset: C18H25CdF6N5O4PS as an isolated structure (ωB97M-V/def2-TZVPD).

## Properties
HOMO level (alpha / beta)	-7.9492 / -7.9921	eV
spin multiplicity	2
relative energy (zero: lowest compared OMol25 entry of this formula, charge and spin)	23.0	kJ/mol
total charge	0
gap between HOMO and LUMO (alpha / beta)	7.575 / 6.070	eV
total energy	-75709.241	eV

Each line ends with the natural charge from an NBO analysis.
Element x y z (Å)
Cd: -0.026 0.033 -0.135  1.60
C: 0.998 -2.273 -2.869  0.10
C: 1.138 -1.036 -3.495  -0.12
C: 0.034 -0.251 -3.152  0.14
C: -0.813 -1.002 -2.200  -0.33
C: -0.216 -2.254 -2.068  0.10
C: -0.782 -3.442 -1.373  -0.67
C: -2.301 -0.763 -2.091  -0.66
C: -0.341 1.072 -3.712  -0.68
C: 2.316 -0.646 -4.331  -0.64
C: 1.882 -3.448 -3.082  -0.67
H: -1.199 -4.142 -2.103  0.23
H: -1.578 -3.164 -0.684  0.23
H: -0.011 -3.971 -0.816  0.25
H: -2.796 -1.119 -3.000  0.22
H: -2.528 0.295 -1.965  0.25
H: -2.738 -1.305 -1.251  0.22
H: -1.328 1.012 -4.179  0.24
H: 0.371 1.410 -4.461  0.22
H: -0.428 1.836 -2.934  0.25
H: 2.412 -1.281 -5.214  0.22
H: 3.238 -0.746 -3.754  0.23
H: 2.246 0.386 -4.671  0.22
H: 1.634 -3.923 -4.037  0.23
H: 1.777 -4.194 -2.298  0.24
H: 2.928 -3.146 -3.128  0.25
N: 2.276 1.953 0.382  -0.65
N: 2.660 1.773 1.712  -0.40
C: 1.937 0.979 2.520  0.66
N: 2.479 0.607 3.679  -0.77
N: 0.713 0.694 2.072  -0.53
N: -0.041 -0.206 2.741  0.64
O: -0.927 -0.704 2.037  -0.47
O: 0.096 -0.477 3.915  -0.39
H: 2.967 1.544 -0.235  0.39
H: 2.118 2.934 0.192  0.38
H: 3.631 1.910 1.959  0.39
H: 3.481 0.587 3.763  0.41
H: 1.928 -0.004 4.268  0.44
F: 2.339 -0.671 -0.671  -0.63
P: 3.226 -1.766 0.247  2.61
F: 4.063 -2.766 1.152  -0.57
F: 4.220 -1.933 -0.993  -0.57
F: 2.290 -2.951 -0.302  -0.59
F: 2.149 -1.529 1.450  -0.61
F: 4.081 -0.497 0.795  -0.60
O: -5.552 2.100 4.892  -0.67
C: -4.369 2.753 4.781  0.78
O: -3.986 3.445 5.682  -0.57
C: -3.621 2.568 3.503  -0.23
C: -3.803 1.475 2.660  -0.13
C: -3.070 1.355 1.493  -0.26
C: -2.132 2.324 1.134  -0.13
S: -1.198 2.243 -0.361  -0.55
C: -1.948 3.413 1.992  -0.24
C: -2.678 3.531 3.159  -0.14
H: -5.775 1.678 4.053  0.48
H: -4.491 0.677 2.919  0.20
H: -3.216 0.492 0.856  0.21
H: -1.215 4.164 1.729  0.22
H: -2.525 4.366 3.829  0.24



Entry 7:
Entry from the Open Molecules 2025 dataset: an isolated ion of composition C7H10N and charge +1 at a distorted geometry (ωB97M-V/def2-TZVPD).

## Properties
HOMO level (alpha / beta)	-12.3019 / -15.0904	eV
spin multiplicity	3
relative energy (zero: lowest compared OMol25 entry of this formula, charge and spin)	232.4	kJ/mol
total charge	+1
gap between HOMO and LUMO (alpha / beta)	7.549 / 9.565	eV
total energy	-8895.991	eV

Each line ends with the natural charge from an NBO analysis.
Element x y z (Å)
C: 0.233 1.653 0.135  -0.49
C: 1.675 1.756 -0.191  0.31
C: 1.691 -1.881 -0.073  0.08
C: 2.411 0.521 0.029  -0.43
C: -0.339 0.487 0.057  0.46
C: -2.843 0.193 0.148  -0.58
C: -1.476 -0.375 -0.251  -0.54
N: 1.565 -0.640 -0.013  -0.31
H: -0.445 2.594 0.290  0.33
H: 0.837 -2.381 -0.253  0.19
H: 2.587 -2.370 0.017  0.20
H: 3.151 0.336 -0.786  0.27
H: 2.884 0.905 1.088  0.29
H: -2.940 0.695 1.201  0.24
H: -3.501 -0.537 0.143  0.23
H: -3.057 1.069 -0.458  0.23
H: -1.281 -0.657 -1.393  0.27
H: -1.153 -1.368 0.311  0.25